C3H12N2OS | wB97M-V/def2-TZVPD

Results
* energy above the lowest of the compared OMol25 structures with the same formula, charge and spin: 16.6 kcal per mole
* LUMO energy: 0.801 eV
* F_max: 1.37 eV Å⁻¹
* HOMO energy: -8.8 eV
* Kohn-Sham gap: 0.354 hartree

```
! RIJCOSX wB97M-V def2-TZVPD def2/J DEFGRID3
* xyz 0 1
N -0.6947 1.6452 0.9199
C -0.7816 0.2202 0.6205
C 0.6297 -0.3548 0.2848
N 1.0298 -0.1320 -1.0981
C 0.6891 -1.8556 0.6101
S 2.0963 -2.4289 1.5934
H 0.2337 1.9818 1.0520
H -1.3374 1.9093 1.6505
H -1.3535 0.0371 -0.3055
H -1.3439 -0.3511 1.3590
H 1.3501 0.2130 0.8784
H 0.5602 0.6800 -1.4531
H 0.7970 -0.8958 -1.7081
H 0.6674 -2.4376 -0.3156
H -0.2322 -2.1785 1.0883
H 3.0104 -1.6545 1.0240
O -1.4473 1.8325 -2.2734
H -1.7112 2.5738 -1.7346
H -2.1618 1.1958 -2.1926
*
```